Entry 1:
{"formula": "C12H16OSe", "method": "wB97M-V/def2-TZVPD", "mol_weight_g_mol": 255.219, "e_above_lowest_kj_mol": 176.2, "homo_lumo_gap_ev": [7.12, 6.63], "homo_ev": [-6.86, -6.94], "species": ["C", "C", "C", "C", "C", "C", "C", "C", "C", "C", "C", "C", "O", "Se", "H", "H", "H", "H", "H", "H", "H", "H", "H", "H", "H", "H", "H", "H", "H", "H"], "positions_angstrom": [[-5.007, -0.303, 0.753], [-4.882, 0.752, -0.216], [-3.842, -0.970, 1.140], [-3.702, 0.978, -0.806], [-2.616, -0.732, 0.553], [-2.563, 0.341, -0.415], [2.896, 0.155, -1.078], [1.861, -1.033, 0.987], [1.475, 0.546, -1.606], [-1.358, 0.653, -1.152], [2.978, -0.129, 0.396], [4.412, -0.651, 0.708], [2.904, 1.168, 0.927], [0.110, -0.526, -0.845], [-5.850, -0.554, 1.377], [-5.671, 1.538, -0.371], [-3.816, -1.832, 1.785], [-3.814, 1.820, -1.491], [-1.905, -1.431, 0.900], [3.179, -0.750, -1.623], [3.681, 0.951, -1.299], [1.503, -0.598, 1.868], [1.775, -2.098, 0.911], [1.177, 1.515, -1.319], [1.420, 0.647, -2.621], [-1.022, 1.627, -1.467], [4.954, 0.129, 0.343], [4.666, -1.590, 0.169], [4.541, -0.767, 1.729], [2.515, 1.145, 1.764]], "forces_ev_per_a": [[0.901, 0.988, 0.176], [-3.023, -0.873, 2.673], [-0.153, -0.389, -1.184], [-0.829, 1.879, -0.479], [-1.965, 1.929, -1.041], [2.743, -1.820, -0.351], [-0.220, -0.007, -1.696], [0.997, 1.477, -1.642], [1.658, 0.227, 2.531], [1.605, -1.420, 1.049], [-0.048, -1.605, 0.372], [-2.387, -1.962, -1.690], [0.386, 0.851, -1.018], [-1.284, -0.431, -0.172], [-0.647, 0.402, -0.490], [0.404, -1.443, -0.001], [-0.676, 0.030, 0.538], [1.230, -0.271, -0.171], [1.612, 0.056, -0.207], [0.172, 0.011, -0.073], [-1.183, -0.894, 0.072], [-0.817, 0.278, 1.386], [0.399, -0.332, -0.254], [0.104, 1.387, 0.950], [0.030, -0.694, -2.913], [-0.494, 0.344, -0.055], [2.278, 1.949, -0.810], [-0.254, 0.555, 0.373], [0.316, -0.249, 2.012], [-0.854, 0.025, 2.116]]}

Entry 2:
{"formula": "C12H16Si", "method": "wB97M-V/def2-TZVPD", "mol_weight_g_mol": 188.346, "e_above_lowest_kj_mol": 479.4, "homo_lumo_gap_ev": [6.69, 7.40], "homo_ev": [-6.69, -7.60], "species": ["C", "C", "C", "C", "C", "C", "C", "C", "C", "C", "C", "C", "Si", "H", "H", "H", "H", "H", "H", "H", "H", "H", "H", "H", "H", "H", "H", "H", "H"], "positions_angstrom": [[-3.828, 0.347, -0.150], [-3.313, 1.492, 0.437], [-3.011, -0.726, -0.513], [-1.929, 1.633, 0.607], [-1.645, -0.676, -0.103], [-1.140, 0.517, 0.466], [-0.538, -1.568, -0.063], [2.099, 0.663, -0.484], [-0.381, -2.751, -0.838], [3.432, 0.306, -0.146], [1.240, -0.387, 2.359], [1.989, 1.594, -1.596], [0.673, -0.145, 0.482], [-4.895, 0.205, -0.206], [-3.958, 2.241, 0.829], [-3.440, -1.558, -0.969], [-1.582, 2.543, 1.036], [-0.685, -3.657, -0.259], [0.600, -2.840, -1.137], [-1.042, -2.623, -1.680], [4.056, 1.045, -0.692], [3.554, -0.829, -0.349], [3.600, 0.493, 0.928], [0.459, -0.072, 3.036], [1.706, -1.300, 2.470], [2.052, 0.357, 2.447], [1.003, 1.619, -2.285], [2.115, 2.657, -1.285], [2.810, 1.419, -2.342]], "forces_ev_per_a": [[0.275, -0.716, 0.176], [0.564, -0.352, -0.216], [1.095, 1.338, 1.276], [-0.661, -0.719, 0.598], [-0.647, 0.163, 0.251], [1.014, 1.259, -0.780], [1.156, 2.336, 0.162], [-3.602, -0.628, 0.269], [-2.259, -1.662, 0.579], [1.721, -0.909, 0.749], [0.126, 3.140, -2.521], [-1.737, 1.323, -3.295], [-1.353, -0.214, 1.794], [-0.217, 0.196, -0.328], [-0.516, 0.589, -0.049], [-0.545, -1.408, -0.672], [0.501, 0.622, 0.163], [0.201, 0.328, -0.547], [2.172, -0.619, -0.852], [-0.181, -0.621, -0.703], [0.527, -1.246, 0.210], [0.671, 1.800, 0.156], [0.267, -0.426, -0.157], [-0.217, -0.554, 0.184], [0.533, -2.225, 0.761], [-0.215, -0.116, 0.294], [1.888, -0.318, 1.918], [-0.038, -0.471, 0.014], [-0.522, 0.110, 0.567]]}